(1)
The following is a DFT calculation (ωB97M-V/def2-TZVPD) of a single CH3Br2ClOSi molecule at a distorted geometry.

Atoms and positions in Å:
C (1.211, 0.295, 0.761)
O (0.593, -0.271, -0.403)
Si (-0.956, -0.352, -0.863)
Cl (-1.285, -0.260, -2.810)
Br (-1.859, -2.208, 0.039)
Br (-1.986, 1.418, 0.209)
H (0.605, 1.055, 1.260)
H (2.179, 0.862, 0.345)
H (1.497, -0.538, 1.464)

* ΔE to the lowest compared entry with this formula, charge and spin: 9.3 kcal per mole
* F_max: 2.7 eV/Å
* Kohn-Sham gap: 0.3998 Eh
* E_LUMO: 0.3105 eV
* calculated total energy: -6013.0297 hartree



(2)
The following is a DFT calculation (ωB97M-V/def2-TZVPD) of 2 unconnected molecules or ions with the total composition CH3Br2P at a distorted geometry.

Atoms and positions in Å:
C (0.386, 0.043, -1.416)
P (-0.199, 0.125, 0.286)
Br (-2.537, -0.100, 2.728)
Br (1.078, -1.180, 1.441)
H (-0.177, 0.637, -1.982)
H (0.953, -0.903, -1.650)
H (0.497, 1.378, 0.592)

* ΔE to the lowest compared entry with this formula, charge and spin: 97.0 kcal per mole
* F_max: 6.0 eV/Å
* Kohn-Sham gap (alpha / beta): 0.2079 / 0.3258 Eh
* E_LUMO (alpha / beta): -3.1377 / -1.1151 eV
* calculated total energy: -5529.1750 hartree



(3)
The following is a DFT calculation (ωB97M-V/def2-TZVPD) of a single CH3Br2PS molecule at a distorted geometry.

Atoms and positions in Å:
C (1.042, 2.608, -1.913)
P (-0.128, -1.420, -0.035)
S (-0.501, 0.293, 1.018)
Br (1.364, 1.948, -0.178)
Br (1.656, 1.741, -3.483)
H (0.013, 2.863, -2.127)
H (1.226, -1.888, 0.372)
H (-0.679, -2.513, 0.600)

* ΔE to the lowest compared entry with this formula, charge and spin: 128.3 kcal per mole
* F_max: 2.2 eV/Å
* Kohn-Sham gap (alpha / beta): 0.2838 / 0.2266 Eh
* E_LUMO (alpha / beta): -1.0620 / -2.0786 eV
* calculated total energy: -5927.3291 hartree



(4)
The following is a DFT calculation (ωB97M-V/def2-TZVPD) of 2 unconnected molecules or ions with the total composition CH3Br3OSi at a distorted geometry.

Atoms and positions in Å:
C (-0.991, -0.083, -0.978)
O (-0.013, 0.710, -0.381)
Si (1.175, 0.614, 0.616)
Br (-0.727, -2.586, 2.934)
Br (2.844, -0.760, 0.190)
Br (1.830, 2.689, 0.968)
H (-1.776, 0.027, -0.269)
H (-0.900, -1.109, -1.155)
H (-1.443, 0.498, -1.925)

* ΔE to the lowest compared entry with this formula, charge and spin: 100.8 kcal per mole
* F_max: 4.8 eV/Å
* Kohn-Sham gap (alpha / beta): 0.3295 / 0.1614 Eh
* E_LUMO (alpha / beta): -1.6481 / -3.5133 eV
* calculated total energy: -8126.6881 hartree



(5)
The following is a DFT calculation (ωB97M-V/def2-TZVPD) of 2 unconnected molecules or ions with the total composition CH3Br3OSi at a distorted geometry.

Atoms and positions in Å:
C (0.196, 0.760, 0.776)
O (1.321, 0.814, -0.141)
Si (2.834, 0.369, 0.088)
Br (2.709, -3.108, 0.381)
Br (3.743, -0.095, -1.784)
Br (4.044, 1.524, 1.468)
H (-0.761, 1.276, 0.453)
H (0.593, 1.083, 1.781)
H (-0.156, -0.247, 0.911)

* ΔE to the lowest compared entry with this formula, charge and spin: 71.5 kcal per mole
* F_max: 1.9 eV/Å
* Kohn-Sham gap: 0.2356 Eh
* E_LUMO: -2.2817 eV
* calculated total energy: -8126.7347 hartree



(6)
The following is a DFT calculation (ωB97M-V/def2-TZVPD) of 2 unconnected molecules or ions with the total composition CH3BrN2 at a distorted geometry.

Atoms and positions in Å:
C (-0.207, 0.219, 0.379)
N (0.041, 1.596, 0.400)
N (0.495, 2.767, -1.328)
Br (0.536, 1.695, -2.628)
H (-0.429, -0.261, -0.555)
H (-1.160, 0.030, 0.827)
H (0.503, -0.388, 0.997)

* multiplicity: 3
* ΔE to the lowest compared entry with this formula, charge and spin: 76.8 kcal per mole
* F_max: 4.3 eV/Å
* Kohn-Sham gap (alpha / beta): 0.2948 / 0.2733 Eh
* E_LUMO (alpha / beta): -1.1059 / -1.1922 eV
* ⟨S²⟩: 2.0096
* calculated total energy: -2723.1469 hartree